Version one
C6H9NS | the ωB97M-V functional and the def2-TZVPD basis

```
! wB97M-V def2-TZVPD RIJCOSX def2/J DEFGRID3
* xyz 0 1
C -0.276 -1.984 -0.369
C -0.623 -0.897 0.602
S -2.156 0.032 -0.026
N -1.788 1.746 -0.170
C -0.556 2.094 -0.374
C 0.457 1.020 -0.509
C 1.715 0.553 0.221
C 0.381 0.204 0.796
H -0.078 -1.621 -1.375
H 0.554 -2.625 -0.057
H -1.150 -2.676 -0.470
H -0.981 -1.375 1.521
H -0.360 3.178 -0.530
H 0.192 0.346 -1.373
H 2.204 1.326 0.789
H 2.342 -0.142 -0.328
H 0.123 0.822 1.653
*
```

- LUMO energy (eV) = 0.92
- SMILES = C[C@@H]1SN=C[C@H]2C[C@H]12
- Kohn-Sham gap (eV) = 9.4

Listed below, in e, are the Mulliken charges computed for each atom:
1 C -1.318
2 C 0.035
3 S -0.030
4 N -0.456
5 C -0.175
6 C -0.046
7 C -0.597
8 C -0.285
9 H 0.323
10 H 0.306
11 H 0.381
12 H 0.448
13 H 0.364
14 H 0.241
15 H 0.269
16 H 0.260
17 H 0.280

Version two
C6H9NS | the ωB97M-V functional and the def2-TZVPD basis

```
! wB97M-V def2-TZVPD RIJCOSX def2/J DEFGRID3
* xyz 0 1
C -0.872 -1.565 0.897
C -0.442 -1.599 -0.580
C 0.760 -0.951 -0.832
C 1.602 -0.111 -0.172
C 1.259 1.307 0.063
C -0.002 1.972 0.131
H -1.881 -1.103 1.078
H -0.116 -1.138 1.629
H -1.259 -2.553 1.281
H -0.889 -2.382 -1.317
H 1.287 -1.036 -1.751
H 2.133 1.862 0.391
H 0.158 3.158 0.433
H -1.521 0.597 -0.667
H -2.204 2.088 -0.375
N -1.215 1.579 -0.317
S 3.202 -0.125 0.107
*
```

- LUMO energy (eV) = -0.26
- Kohn-Sham gap (eV) = 7.4

Listed below, in e, are the Mulliken charges computed for each atom:
1 C -0.918
2 C -0.380
3 C 0.034
4 C 0.178
5 C -0.671
6 C 0.021
7 H 0.275
8 H 0.279
9 H 0.330
10 H 0.302
11 H 0.339
12 H 0.347
13 H 0.212
14 H 0.211
15 H 0.256
16 N -0.429
17 S -0.389

Bottom line: version one, by a margin of 165.6 kJ/mol.

Version one
C6H9NS | the ωB97M-V functional and the def2-TZVPD basis

```
! wB97M-V def2-TZVPD RIJCOSX def2/J DEFGRID3
* xyz 0 1
S -2.452 -0.265 0.316
C -0.847 -0.039 0.415
C 0.034 -1.269 0.391
C 0.892 -1.342 -0.893
C 1.708 -0.349 -1.299
C 2.038 0.900 -0.614
N 1.257 1.048 0.687
C -0.220 1.280 0.587
H 0.748 -1.299 1.176
H -0.526 -2.200 0.474
H 0.791 -2.147 -1.547
H 1.980 -0.472 -2.332
H 3.151 0.865 -0.488
H 1.780 1.723 -1.271
H 1.713 1.559 1.429
H -0.347 1.947 -0.295
H -0.495 1.834 1.471
*
```

- LUMO energy (eV) = 0.04
- SMILES = S=C1CC=CCNC1
- Kohn-Sham gap (eV) = 8.4

Listed below, in e, are the Mulliken charges computed for each atom:
1 S -0.288
2 C 0.232
3 C -0.850
4 C -0.422
5 C -0.292
6 C -0.520
7 N -0.355
8 C -0.516
9 H 0.312
10 H 0.436
11 H 0.442
12 H 0.329
13 H 0.367
14 H 0.266
15 H 0.221
16 H 0.250
17 H 0.389

Version two
C6H9NS | the ωB97M-V functional and the def2-TZVPD basis

```
! wB97M-V def2-TZVPD RIJCOSX def2/J DEFGRID3
* xyz 0 1
S 1.716 -0.035 2.932
C 0.775 0.069 1.586
C -0.640 -0.323 1.635
C -1.540 -0.299 0.602
C -1.271 0.155 -0.844
C -0.007 -0.418 -1.511
N 1.185 -0.463 -0.687
C 1.377 0.623 0.242
H -0.996 -0.607 2.640
H -2.574 -0.503 0.883
H -2.159 -0.090 -1.404
H -1.130 1.264 -0.898
H 0.149 0.198 -2.412
H -0.113 -1.433 -1.893
H 1.984 -0.622 -1.309
H 2.391 0.902 0.464
H 0.853 1.582 -0.026
*
```

- LUMO energy (eV) = -0.39
- SMILES = S=C1C=CCCNC1
- Kohn-Sham gap (eV) = 7.9

Listed below, in e, are the Mulliken charges computed for each atom:
1 S -0.272
2 C 0.338
3 C -0.389
4 C -0.265
5 C -0.773
6 C -0.596
7 N -0.362
8 C -0.582
9 H 0.335
10 H 0.347
11 H 0.387
12 H 0.266
13 H 0.291
14 H 0.386
15 H 0.246
16 H 0.457
17 H 0.186

Bottom line: version two, by a margin of 38.8 kJ/mol.

Version one
CH2FNO | the ωB97M-V functional and the def2-TZVPD basis

```
! wB97M-V def2-TZVPD RIJCOSX def2/J DEFGRID3
* xyz 0 1
O 2.024 0.329 -0.860
C 0.936 0.294 -0.433
N 0.517 -0.725 0.295
F 1.410 -1.673 0.716
H -0.024 0.991 -0.704
H -0.372 -0.622 0.773
*
```

- LUMO energy (eV) = 0.76
- SMILES = O=CNF
- Kohn-Sham gap (eV) = 11.4

Listed below, in e, are the Mulliken charges computed for each atom:
1 O -0.466
2 C 0.200
3 N -0.032
4 F -0.148
5 H 0.190
6 H 0.256

Version two
CH2FNO | the ωB97M-V functional and the def2-TZVPD basis

```
! wB97M-V def2-TZVPD RIJCOSX def2/J DEFGRID3
* xyz 0 1
C -2.111 -0.095 -0.082
N -0.130 -0.122 -0.501
O -2.552 -1.121 0.042
F -2.569 1.117 -0.044
H 0.188 -0.881 0.075
H 0.260 0.669 0.052
*
```

- LUMO energy (eV) = 0.34
- Kohn-Sham gap (eV) = 10.5

Listed below, in e, are the Mulliken charges computed for each atom:
1 C 0.501
2 N -0.583
3 O -0.237
4 F -0.137
5 H 0.232
6 H 0.224

Bottom line: version two, by a margin of 40.2 kJ/mol.

Version one
C3H10NO | the ωB97M-V functional and the def2-TZVPD basis

```
! wB97M-V def2-TZVPD RIJCOSX def2/J DEFGRID3
* xyz -1 1
N 1.667 -0.825 2.471
C 1.352 0.413 1.695
O 0.542 0.235 0.651
H 1.963 -1.488 1.761
H 0.768 -1.177 2.788
H 0.955 1.143 2.445
H 2.353 0.831 1.410
C -1.162 -0.655 -1.587
C -1.274 0.861 -1.730
H -1.928 -1.188 -2.158
H -1.160 -0.907 -0.529
H -0.179 -0.960 -1.949
H -2.176 1.248 -1.250
H -0.413 1.307 -1.236
H -1.307 1.163 -2.784
*
```

- LUMO energy (eV) = 4.39
- Kohn-Sham gap (eV) = 6.9

Listed below, in e, are the Mulliken charges computed for each atom:
1 N -0.805
2 C -0.533
3 O -0.705
4 H 0.290
5 H 0.273
6 H 0.265
7 H 0.234
8 C -0.728
9 C -0.781
10 H 0.331
11 H 0.198
12 H 0.211
13 H 0.222
14 H 0.235
15 H 0.294

Version two
C3H10NO | the ωB97M-V functional and the def2-TZVPD basis

```
! wB97M-V def2-TZVPD RIJCOSX def2/J DEFGRID3
* xyz -1 1
C -3.138 0.132 0.776
O -1.759 -0.211 0.719
H -3.667 0.303 -0.206
H -3.799 -0.713 1.185
H -3.289 0.934 1.567
C 2.120 -1.045 -0.036
N 1.214 -0.455 -1.076
C 1.198 1.060 -0.751
H 3.211 -1.243 -0.461
H 2.153 -0.437 0.832
H 1.798 -2.096 0.403
H 0.200 -0.630 -0.876
H 2.120 1.324 -0.205
H 0.352 1.426 -0.087
H 1.286 1.651 -1.786
*
```

- LUMO energy (eV) = 4.14
- Kohn-Sham gap (eV) = 6.3

Listed below, in e, are the Mulliken charges computed for each atom:
1 C -0.600
2 O -0.806
3 H 0.173
4 H 0.128
5 H 0.145
6 C -0.760
7 N -0.535
8 C -0.727
9 H 0.215
10 H 0.334
11 H 0.270
12 H 0.375
13 H 0.303
14 H 0.265
15 H 0.220

Version three
C3H10NO | the ωB97M-V functional and the def2-TZVPD basis

```
! wB97M-V def2-TZVPD RIJCOSX def2/J DEFGRID3
* xyz -1 1
C 1.710 -1.398 1.162
O 1.905 -1.464 -0.191
H 0.802 -0.823 1.493
H 1.592 -2.406 1.641
H 2.559 -0.910 1.704
C -1.354 1.419 0.077
C -0.604 0.885 -1.150
N -0.485 -0.564 -1.216
H -1.220 0.727 0.913
H -0.965 2.382 0.414
H -2.424 1.602 -0.089
H -1.043 1.250 -2.083
H 0.419 1.258 -1.088
H 0.409 -0.937 -0.780
H -1.300 -1.021 -0.807
*
```

- LUMO energy (eV) = 4.18
- Kohn-Sham gap (eV) = 6.7

Listed below, in e, are the Mulliken charges computed for each atom:
1 C -0.357
2 O -0.887
3 H -0.026
4 H 0.144
5 H 0.170
6 C -1.068
7 C -0.240
8 N -0.659
9 H 0.312
10 H 0.300
11 H 0.290
12 H 0.239
13 H 0.254
14 H 0.341
15 H 0.187

Bottom line: version one, by a margin of 38.3 kJ/mol.

Version one
C7H8O | the ωB97M-V functional and the def2-TZVPD basis

```
! wB97M-V def2-TZVPD RIJCOSX def2/J DEFGRID3
* xyz 0 1
C -2.528 -1.065 0.995
C -1.850 -0.395 0.133
C -1.063 0.043 -0.916
C -1.448 0.234 -2.260
O 0.454 0.012 -0.921
C 1.011 0.322 0.237
C 0.734 1.346 1.062
C 2.108 -0.638 0.618
H -2.875 -1.861 1.771
H -0.545 0.213 -2.982
H -2.435 0.489 -2.495
H -0.084 2.165 0.878
H 1.643 1.678 1.794
H 2.738 -0.429 -0.205
H 2.449 -0.383 1.615
H 1.690 -1.733 0.676
*
```

- LUMO energy (eV) = 0.09
- SMILES = C#CC(=C)OC(=C)C
- Kohn-Sham gap (eV) = 8.7

Listed below, in e, are the Mulliken charges computed for each atom:
1 C -0.287
2 C -0.017
3 C 0.341
4 C -0.842
5 O -0.347
6 C 0.673
7 C -0.698
8 C -1.119
9 H 0.334
10 H 0.243
11 H 0.346
12 H 0.257
13 H 0.206
14 H 0.306
15 H 0.362
16 H 0.242

Version two
C7H8O | the ωB97M-V functional and the def2-TZVPD basis

```
! wB97M-V def2-TZVPD RIJCOSX def2/J DEFGRID3
* xyz 0 1
C -0.411 -0.348 3.110
C -0.524 -0.062 1.953
C 1.886 1.278 -0.276
C -0.862 -1.989 -1.247
C 0.554 1.384 -0.363
C -0.006 -1.038 -0.853
C -0.378 0.333 -0.655
O -1.652 0.651 -0.935
H -0.359 -0.569 4.143
H 2.493 2.136 -0.059
H 2.411 0.350 -0.419
H -0.548 -3.012 -1.371
H -1.899 -1.769 -1.438
H 0.102 2.359 -0.207
H 1.024 -1.283 -0.646
H -1.828 1.579 -0.737
*
```

- LUMO energy (eV) = -1.43
- Kohn-Sham gap (eV) = 6.8

Listed below, in e, are the Mulliken charges computed for each atom:
1 C -0.577
2 C -0.323
3 C -0.788
4 C -0.793
5 C -0.149
6 C -0.271
7 C 1.231
8 O -0.423
9 H 0.383
10 H 0.253
11 H 0.204
12 H 0.279
13 H 0.283
14 H 0.156
15 H 0.195
16 H 0.340

Bottom line: version one, by a margin of 69.5 kJ/mol.

Version one
C7H8O | the ωB97M-V functional and the def2-TZVPD basis

```
! wB97M-V def2-TZVPD RIJCOSX def2/J DEFGRID3
* xyz 0 1
C -0.066 2.055 0.047
C 0.004 0.729 -0.036
C 1.301 -0.034 -0.012
O 2.378 0.471 -0.045
C 0.951 -1.534 0.026
C -0.559 -1.524 0.008
C -1.072 -0.291 -0.009
C -2.541 0.086 -0.031
H 0.820 2.757 0.017
H -1.053 2.485 0.188
H 1.436 -2.117 -0.776
H 1.367 -1.971 0.972
H -1.064 -2.443 0.101
H -2.716 0.592 0.947
H -3.165 -0.826 -0.226
H -2.762 0.841 -0.818
*
```

- LUMO energy (eV) = 0.28
- SMILES = C=C1C(=O)CC=C1C
- Kohn-Sham gap (eV) = 9.2

Listed below, in e, are the Mulliken charges computed for each atom:
1 C -0.894
2 C 0.473
3 C 0.194
4 O -0.556
5 C -0.478
6 C -0.656
7 C 0.725
8 C -1.341
9 H 0.305
10 H 0.274
11 H 0.292
12 H 0.239
13 H 0.464
14 H 0.315
15 H 0.313
16 H 0.330

Version two
C7H8O | the ωB97M-V functional and the def2-TZVPD basis

```
! wB97M-V def2-TZVPD RIJCOSX def2/J DEFGRID3
* xyz 0 1
C 1.077 1.603 1.455
C -0.243 1.914 1.051
O -0.660 1.300 -0.123
C 0.362 0.288 -0.412
C -0.183 -0.831 -1.078
C -0.151 -2.398 -0.895
C -1.305 -1.773 -0.344
C 1.414 0.515 0.422
H 1.764 2.120 2.266
H -1.039 2.625 1.684
H -0.328 -1.247 -2.259
H 0.782 -3.026 -0.349
H -0.257 -2.892 -1.830
H -2.148 -1.798 -0.959
H -1.386 -1.615 0.811
H 2.064 -0.468 0.421
*
```

- LUMO energy (eV) = 1.04
- SMILES = c1coc(C2CC2)c1
- Kohn-Sham gap (eV) = 9.5

Listed below, in e, are the Mulliken charges computed for each atom:
1 C -0.244
2 C -0.196
3 O -0.305
4 C 0.386
5 C -0.134
6 C -0.544
7 C -0.426
8 C -0.375
9 H 0.293
10 H 0.261
11 H 0.089
12 H 0.201
13 H 0.289
14 H 0.264
15 H 0.214
16 H 0.227

Bottom line: version one, by a margin of 471.3 kJ/mol.

Version one
CHClFNO2 | the ωB97M-V functional and the def2-TZVPD basis

```
! wB97M-V def2-TZVPD RIJCOSX def2/J DEFGRID3
* xyz 0 1
C 0.640 -1.026 0.060
N 1.780 -1.251 -0.670
O 2.138 -2.423 -0.649
O 2.312 -0.308 -1.176
F 0.291 0.219 0.156
Cl 4.903 1.412 0.627
H 0.311 -1.909 0.594
*
```

- LUMO energy (spin up / spin down) (eV) = -2.04 / -3.87
- Kohn-Sham gap (spin up / spin down) (eV) = 9.5 / 6.4

Listed below, in e, are the Mulliken charges computed for each atom:
1 C -0.012
2 N 0.895
3 O -0.557
4 O -0.561
5 F -0.159
6 Cl -0.001
7 H 0.395

Version two
CHClFNO2 | the ωB97M-V functional and the def2-TZVPD basis

```
! wB97M-V def2-TZVPD RIJCOSX def2/J DEFGRID3
* xyz 0 1
C -1.243 0.858 -0.105
N 1.686 -0.622 0.395
O 0.572 -0.804 -0.012
O 2.537 -1.436 0.537
F -0.689 1.863 -0.868
Cl -1.978 -0.459 -0.800
H -0.884 0.601 0.854
*
```

- LUMO energy (spin up / spin down) (eV) = -2.61 / -3.67
- Kohn-Sham gap (spin up / spin down) (eV) = 5.5 / 3.4

Listed below, in e, are the Mulliken charges computed for each atom:
1 C 0.225
2 N 0.404
3 O -0.496
4 O -0.382
5 F -0.121
6 Cl 0.051
7 H 0.319

Bottom line: version one, by a margin of 80.8 kJ/mol.